The following is a DFT calculation (ωB97M-V with the def2-TZVPD basis set) of C42H45N8O4PReS as an isolated structure.

Summary:
HOMO-LUMO gap (alpha / beta), hartree: 0.2143 / 0.2077
HOMO level (alpha / beta), eV: -12.05 / -12.05
2S+1: 4
Energy relative to the best compared isomer or geometry (same formula, charge and spin), kcal per mole: 33.32
LUMO level (alpha / beta), eV: -6.22 / -6.40
Net charge: +2

XYZ file:
```
102
Properties=species:S:1:pos:R:3:forces:R:3:mulliken_spin:R:1
Re 1.457952 -0.312534 -0.469629 -0.118 0.171 -0.687 1.762
O 2.988461 -5.029506 -2.929794 -0.074 0.132 -0.101 0.001
C 2.893203 -4.128165 -3.919863 0.004 -0.019 0.098 0.000
C 3.213137 -4.567456 -5.202759 0.060 -0.076 -0.113 -0.001
C 3.145198 -3.703052 -6.271616 0.013 -0.006 -0.066 0.001
C 2.760976 -2.365660 -6.102805 0.047 -0.053 -0.080 -0.002
C 2.456002 -1.918447 -4.846265 0.013 0.009 0.092 -0.002
C 2.513487 -2.782829 -3.731619 -0.145 0.069 -0.118 -0.003
C 2.166092 -2.244544 -2.436649 0.008 -0.207 -0.112 0.049
O 1.934852 -0.951629 -2.347778 -0.301 -0.030 0.612 0.047
N 2.065952 -3.052439 -1.384576 -0.187 0.645 0.017 0.006
N 1.705686 -2.300126 -0.287397 -0.030 -0.312 -0.085 -0.029
C 1.352791 -2.895866 0.808132 0.019 -0.132 0.110 -0.018
C 0.828189 -2.023094 1.820511 0.015 0.090 -0.009 0.030
C 0.310439 -2.497876 3.021549 -0.019 -0.168 0.103 0.000
C -0.266948 -1.619802 3.908690 -0.066 -0.038 0.122 -0.002
C -0.305886 -0.263617 3.587027 -0.025 0.002 0.120 0.005
C 0.237652 0.157830 2.401534 0.193 -0.122 -0.184 -0.021
N 0.803689 -0.689742 1.508259 0.024 -0.056 0.113 0.034
H 2.663216 -4.626281 -2.106509 0.023 -0.038 0.115 -0.001
H 3.510689 -5.601951 -5.324044 -0.021 0.070 -0.017 0.000
H 3.393014 -4.067536 -7.261200 -0.008 0.011 0.038 0.000
H 2.709457 -1.697152 -6.952175 0.010 -0.049 0.038 0.000
H 2.167299 -0.887734 -4.684371 -0.010 -0.056 -0.017 0.006
H 1.395941 -3.973891 0.899015 -0.019 0.032 0.042 -0.001
H 0.359257 -3.561757 3.226237 -0.010 0.111 0.004 0.000
H -0.686888 -1.976858 4.841454 0.045 0.026 -0.055 0.000
H -0.737028 0.465331 4.260985 0.008 -0.056 -0.033 0.001
H 0.252705 1.206751 2.151605 0.052 0.044 -0.059 -0.001
C -11.623730 3.172260 3.307314 0.054 -0.128 -0.082 0.000
O -11.212335 2.038660 2.536183 -0.055 0.151 0.118 0.000
C -9.912859 1.929282 2.231115 -0.154 0.079 0.085 0.000
C -8.939708 2.845402 2.619755 0.183 0.133 0.050 0.000
C -7.623166 2.644806 2.242484 -0.003 0.201 0.139 0.000
C -7.253174 1.542145 1.484715 0.197 -0.099 -0.132 0.000
C -8.241858 0.627184 1.107562 -0.013 -0.194 -0.092 0.000
C -9.553136 0.812599 1.474817 0.020 -0.188 -0.125 0.000
C -5.855575 1.390257 1.092095 0.029 -0.051 -0.036 0.000
N -4.884871 2.247558 1.351252 0.000 -0.054 -0.011 0.000
C -3.770353 1.697298 0.794722 0.104 0.464 0.243 0.000
C -4.029732 0.501294 0.190923 -0.379 -0.328 -0.158 -0.001
N -5.378545 0.311922 0.379936 -0.011 -0.086 -0.015 0.000
C -3.036715 -0.257978 -0.474587 -0.077 -0.071 -0.054 -0.011
C -3.325338 -1.464437 -1.148745 -0.234 0.160 0.179 0.005
C -2.327874 -2.153400 -1.757732 0.237 -0.146 -0.141 0.002
C -1.015923 -1.687651 -1.611225 -0.147 0.077 0.095 0.018
N -0.702255 -0.570675 -0.972616 -0.018 -0.071 0.031 0.006
C -1.706079 0.223168 -0.471174 0.195 0.118 -0.092 0.053
C -1.454666 1.558926 0.061549 0.009 -0.176 -0.058 -0.021
N -0.246798 2.211593 -0.077462 0.087 -0.300 -0.472 -0.031
C -0.043013 3.439375 0.385192 0.147 0.315 0.135 0.008
C -1.027874 4.152769 1.053180 0.243 0.180 0.009 -0.003
C -2.249436 3.571826 1.204412 -0.281 -0.056 0.064 0.005
C -2.475253 2.274870 0.709268 -0.013 0.061 0.037 0.002
H -12.694418 3.074445 3.434089 -0.066 -0.036 -0.009 0.000
H -11.402145 4.100553 2.780132 -0.003 0.014 -0.026 0.000
H -11.139153 3.174056 4.284567 0.002 -0.019 0.010 0.000
H -9.201215 3.711989 3.210937 0.062 -0.049 -0.049 0.000
H -6.861494 3.355428 2.538951 -0.058 -0.018 -0.012 0.000
H -8.001691 -0.250985 0.513263 -0.027 0.092 0.046 0.000
H -10.327754 0.111719 1.187057 0.075 0.049 0.012 0.000
H -5.930808 -0.473647 0.085717 -0.037 -0.021 -0.011 0.000
H -4.344410 -1.830655 -1.185590 0.034 0.037 0.002 0.000
H -2.511865 -3.067978 -2.307756 0.022 0.082 0.043 0.000
H -0.204698 -2.271540 -2.016401 0.058 -0.015 0.020 -0.005
H 0.949042 3.828507 0.204029 -0.064 0.005 -0.015 0.000
H -0.812523 5.151593 1.409213 0.007 -0.078 -0.034 0.000
H -3.075604 4.085151 1.684522 0.054 -0.067 -0.035 0.000
C 4.321437 2.238241 -1.497489 0.094 -0.033 -0.003 -0.051
C 4.813499 1.527668 -0.235337 0.034 -0.002 -0.162 -0.015
C 6.347981 1.437571 -0.241642 -0.061 0.071 0.000 -0.001
P 3.933652 -0.070201 0.081808 -0.150 0.193 0.001 0.030
C 4.806584 -1.444984 -0.794380 0.052 0.055 -0.028 0.010
C 4.963454 -1.115592 -2.292379 0.150 0.041 0.055 -0.005
C 6.127200 -1.970547 -0.223292 0.033 -0.058 -0.077 0.001
C 4.031272 -0.239857 1.924516 0.183 0.131 0.083 0.004
C 5.391164 -0.446212 2.602000 0.010 -0.039 0.076 0.000
C 3.409517 1.030528 2.542565 -0.090 -0.118 0.101 -0.005
H 4.856132 3.184179 -1.616423 -0.024 -0.057 0.009 -0.001
H 3.259796 2.464106 -1.438215 0.084 -0.009 0.034 0.041
H 4.498884 1.645693 -2.398338 -0.007 0.046 0.071 0.002
H 4.517880 2.137173 0.622373 0.008 0.021 -0.037 0.003
H 6.716333 0.998155 -1.167655 -0.013 -0.020 0.007 0.000
H 6.761912 0.875512 0.591536 -0.030 0.016 -0.022 0.000
H 6.751445 2.450979 -0.183663 -0.018 -0.038 -0.026 0.000
H 4.095631 -2.263858 -0.709994 0.020 -0.069 -0.002 0.005
H 5.834360 -0.483938 -2.462876 0.022 0.006 0.029 -0.001
H 4.094905 -0.624735 -2.729815 0.167 0.015 0.067 0.002
H 5.126553 -2.044931 -2.841900 0.034 0.036 0.032 0.000
H 6.889019 -1.200750 -0.117865 -0.029 -0.024 0.011 0.000
H 6.510263 -2.715618 -0.925027 0.013 0.031 0.028 0.000
H 5.996399 -2.476461 0.731608 -0.007 0.029 -0.077 0.000
H 3.405778 -1.110331 2.140162 -0.052 0.011 0.062 0.002
H 6.055673 0.400982 2.426027 -0.053 -0.077 0.020 0.000
H 5.900755 -1.356636 2.306729 -0.016 0.030 0.018 0.000
H 5.227022 -0.498685 3.683025 0.009 0.009 -0.086 0.000
H 4.193403 1.761217 2.752640 -0.060 -0.045 -0.016 0.000
H 2.920765 0.799139 3.492154 0.045 -0.002 -0.057 0.001
H 2.684358 1.521145 1.891805 -0.153 0.000 -0.036 0.000
O -0.033487 3.582375 -2.411954 0.391 -0.509 0.144 0.285
S 0.962183 2.479534 -2.365061 -0.646 0.298 0.010 0.594
N 0.788696 1.681084 -0.847256 0.382 0.102 0.223 0.212
```
Positions in Å, forces in eV/Å.

The following is a DFT calculation (ωB97M-V with the def2-TZVPD basis set) of C42H46As2CrOP2S4Si2 as an isolated structure.

Summary:
HOMO-LUMO gap (alpha / beta), hartree: 0.2208 / 0.2271
HOMO level (alpha / beta), eV: -4.04 / -4.02
2S+1: 4
Energy relative to the best compared isomer or geometry (same formula, charge and spin), kcal per mole: 0.00
LUMO level (alpha / beta), eV: 1.97 / 2.16
Net charge: -1

XYZ file:
```
100
Properties=species:S:1:pos:R:3:forces:R:3:mulliken_spin:R:1
Cr 0.719219 -1.149250 0.232026 1.107 -0.824 -0.612 3.255
O 2.233368 1.852561 0.108320 0.419 0.255 -0.109 0.034
C 2.483568 2.371543 1.354471 -0.375 0.049 0.317 0.023
C 3.463654 3.322969 1.585467 0.075 -0.025 -0.090 0.001
C 3.589123 3.851860 2.859004 0.012 0.004 -0.001 -0.001
C 2.743366 3.430281 3.876442 -0.009 0.073 0.088 0.001
C 1.811557 2.432890 3.642939 -0.004 -0.007 -0.080 -0.001
C 1.687490 1.864359 2.378224 0.263 -0.141 -0.278 -0.041
P 0.496263 0.507700 1.936964 -0.448 1.202 1.424 -0.006
C 0.361160 -0.307746 3.566679 0.136 -0.205 -0.110 -0.004
C 1.527433 -0.520728 4.306790 -0.165 -0.020 -0.072 0.010
C 1.498966 -1.295920 5.452938 0.001 -0.004 0.021 0.000
C 0.312092 -1.888189 5.858235 -0.004 -0.011 0.058 0.000
C -0.845039 -1.693394 5.121507 -0.079 -0.039 -0.022 -0.002
C -0.823932 -0.914984 3.974316 0.047 0.035 -0.023 0.008
C -0.957952 1.630808 1.878651 0.084 0.168 -0.165 -0.035
C -1.705331 2.001647 2.991297 0.019 -0.001 -0.090 0.005
C -2.694961 2.968373 2.870887 -0.038 0.052 0.053 0.001
C -2.929224 3.592987 1.655607 0.026 0.026 -0.022 0.000
C -2.175762 3.237580 0.544187 0.006 0.093 0.048 0.004
C -1.201019 2.262346 0.657887 -0.001 -0.111 0.092 0.011
C 1.745902 2.624252 -0.913482 -0.261 -0.065 -0.367 0.029
C 1.668456 4.005935 -0.931158 0.104 -0.046 0.148 0.001
C 1.146740 4.627606 -2.059113 -0.021 -0.014 -0.073 -0.001
C 0.692590 3.883602 -3.133829 -0.064 0.092 -0.059 0.001
C 0.728955 2.495176 -3.083823 0.039 -0.076 0.048 -0.003
C 1.257817 1.849019 -1.977496 -0.044 0.079 0.529 -0.030
P 1.382091 0.031770 -1.680635 0.748 0.424 -1.598 -0.165
C 3.211090 -0.056402 -1.844205 0.032 0.011 0.063 -0.069
C 3.847620 0.495239 -2.959121 -0.088 -0.032 0.088 -0.003
C 5.227174 0.472037 -3.055435 0.020 0.117 -0.167 -0.001
C 5.993099 -0.071513 -2.031783 -0.003 -0.006 0.069 0.001
C 5.371356 -0.584886 -0.907947 0.105 0.060 -0.065 0.011
C 3.987373 -0.573898 -0.816285 -0.151 -0.020 0.045 0.101
C 0.729476 -0.564096 -3.283376 -0.297 -0.014 0.164 0.001
C 1.473131 -1.181536 -4.282705 0.000 0.052 0.046 -0.013
C 0.858784 -1.563427 -5.465764 0.025 -0.010 -0.052 0.003
C -0.501140 -1.361691 -5.654543 0.010 -0.040 -0.002 -0.001
C -1.257414 -0.798194 -4.638473 -0.060 0.044 -0.001 -0.003
C -0.644329 -0.405001 -3.459375 0.190 -0.061 -0.019 0.018
H 4.113088 3.636407 0.778275 -0.040 0.012 -0.025 0.000
H 4.343238 4.602943 3.055664 0.000 0.002 -0.006 0.000
H 2.813709 3.880894 4.858300 0.028 -0.040 0.009 0.000
H 1.170723 2.088022 4.444062 0.041 0.022 0.016 0.000
H 2.463241 -0.104727 3.958655 0.036 -0.033 0.068 -0.002
H 2.409046 -1.458468 6.015682 0.013 -0.025 -0.027 0.000
H 0.293199 -2.522912 6.735201 0.004 0.030 0.021 0.000
H -1.769097 -2.169729 5.423836 0.005 -0.018 -0.005 0.000
H -1.717525 -0.807550 3.371492 -0.009 -0.001 -0.003 0.004
H -1.529012 1.533808 3.950225 0.015 0.021 0.010 0.000
H -3.279580 3.245986 3.739729 0.002 -0.021 0.002 0.000
H -3.688660 4.360590 1.574300 -0.022 -0.025 0.003 0.000
H -2.344808 3.723931 -0.408924 -0.006 -0.027 0.006 0.000
H -0.622120 1.973854 -0.213604 -0.075 0.017 0.033 0.018
H 1.992737 4.597253 -0.087640 0.038 -0.021 0.027 0.000
H 1.098700 5.708607 -2.092600 -0.011 0.003 0.029 0.000
H 0.294929 4.380138 -4.009669 -0.015 -0.004 0.013 0.000
H 0.336248 1.911066 -3.905945 0.029 0.029 -0.013 0.000
H 3.259737 0.957643 -3.742769 0.009 -0.031 -0.057 0.000
H 5.708146 0.890517 -3.931905 -0.003 -0.006 0.012 0.000
H 7.072966 -0.087804 -2.112667 0.000 -0.009 -0.007 0.000
H 5.955984 -1.014407 -0.106110 -0.048 -0.047 0.017 0.001
H 3.521342 -0.965356 0.078099 -0.020 -0.159 -0.004 -0.027
H 2.520253 -1.398909 -4.132235 0.057 0.041 0.032 -0.001
H 1.448807 -2.034543 -6.242095 -0.008 -0.024 0.020 0.000
H -0.972104 -1.666821 -6.580677 -0.004 -0.004 0.007 0.000
H -2.326847 -0.669624 -4.758190 0.010 -0.010 -0.007 0.000
H -1.232081 0.019978 -2.655219 0.170 -0.074 -0.131 0.003
S 1.347028 -5.834549 0.593826 -0.353 0.012 0.104 0.024
As 2.150534 -3.964452 0.138943 0.392 -0.578 -0.153 0.015
S 0.919740 -2.835917 -1.329499 0.171 -0.187 -0.061 -0.080
S 1.759081 -2.420743 1.725844 0.339 -0.243 0.604 -0.110
S 4.174486 -4.004699 -0.387852 0.174 0.259 -0.009 0.008
C -3.109772 1.208431 -2.108500 0.226 -0.218 0.214 0.010
Si -3.390801 -0.378489 -1.057435 -0.230 0.404 0.055 0.071
C -4.018540 -1.678181 -2.304845 0.295 0.064 0.468 0.008
C -4.723934 0.153071 0.200282 0.376 -0.335 -0.148 -0.015
As -1.583408 -1.126576 0.330471 -2.632 -0.244 -0.125 -0.086
Si -2.335656 -3.374400 0.559878 -0.380 -0.446 0.296 0.000
C -2.244314 -4.492220 -0.971819 0.027 0.272 0.105 0.023
C -1.596056 -4.212370 2.086869 0.205 0.334 -0.154 0.003
C -4.169212 -3.216774 1.084589 0.228 0.252 -0.306 -0.007
H -3.966878 1.878079 -2.012358 -0.084 -0.068 0.086 -0.001
H -2.989352 0.967298 -3.166660 -0.037 0.058 0.041 0.002
H -2.225822 1.763337 -1.782898 -0.083 -0.008 -0.141 -0.003
H -4.652492 -1.236673 -3.075924 -0.028 0.107 0.030 0.001
H -4.574715 -2.472958 -1.807348 -0.005 -0.017 -0.058 0.001
H -3.151430 -2.141052 -2.782677 -0.063 0.005 -0.055 0.003
H -5.686321 0.397057 -0.255006 0.007 -0.015 -0.100 -0.002
H -4.351736 1.034859 0.728770 0.017 0.010 -0.020 0.004
H -4.866837 -0.637051 0.937982 -0.106 0.103 -0.012 0.002
H -1.742889 -3.981570 -1.793701 0.029 -0.041 -0.009 -0.006
H -3.238738 -4.797706 -1.310438 -0.027 0.050 0.097 0.002
H -1.660576 -5.383993 -0.738720 0.079 0.022 0.017 -0.001
H -0.575190 -3.892803 2.283532 0.133 -0.036 -0.016 0.002
H -1.557100 -5.293499 1.948779 -0.047 -0.013 -0.065 0.001
H -2.188147 -3.985899 2.977864 -0.104 0.053 -0.064 -0.001
H -4.812607 -2.900553 0.261521 -0.094 -0.046 0.086 -0.001
H -4.243948 -2.465456 1.874828 -0.035 -0.094 0.057 0.000
H -4.541464 -4.166028 1.474150 0.061 -0.077 -0.030 0.000
```
Positions in Å, forces in eV/Å.

Record order is preserved below.
Max |F|: 0.7, 2.6 eV/Å
Record order is preserved below.
DFT total energy: -86637.07522, -274127.27995 eV